Formula: C18H38Cl14NO6P
Source: the OMol25 dataset
Level of theory: the ωB97M-V functional and the def2-TZVPD basis

Each atom is followed by the atoms it is bonded to, with distances in Å.
Positions of all 78 atoms, in Å:
1 N -2.666 -2.798 1.285  C2 1.446, H13 1.007, H14 1.006
2 C -3.681 -2.700 0.259  N1 1.446, C3 1.522, H15 1.079, H16 1.089
3 C -3.406 -3.551 -0.972  C2 1.522, C4 1.506, H17 1.081, H18 1.081
4 C -4.148 -3.046 -2.182  C3 1.506, O5 1.444, H19 1.077, H20 1.079
5 O -3.444 -3.369 -3.401  C4 1.444, C6 1.327
6 C -2.457 -2.529 -3.687  O5 1.327, O7 1.187, O8 1.388
7 O -1.306 -2.781 -3.541  C6 1.187
8 O -2.871 -1.347 -4.284  C6 1.388, P9 1.609
9 P -2.608 -0.028 -3.401  O8 1.609, O10 1.446, O11 1.556, O12 1.541
10 O -2.283 -0.322 -2.024  P9 1.446
11 O -3.899 0.826 -3.559  P9 1.556, H21 0.965
12 O -1.475 0.741 -4.108  P9 1.541, H22 1.000
13 H -2.142 -3.657 1.238  N1 1.007
14 H -2.066 -1.992 1.327  N1 1.006
15 H -3.850 -1.669 -0.007  C2 1.079
16 H -4.619 -3.037 0.698  C2 1.089
17 H -3.730 -4.566 -0.791  C3 1.081
18 H -2.345 -3.529 -1.178  C3 1.081
19 H -5.121 -3.494 -2.281  C4 1.077
20 H -4.318 -1.982 -2.128  C4 1.079
21 H -4.368 0.799 -2.716  O11 0.965
22 H -0.646 0.536 -3.588  O12 1.000
23 Cl -0.095 1.164 0.677  C24 1.784
24 C 1.242 2.084 -0.063  Cl23 1.784, C25 1.503, H27 1.088, H28 1.098
25 C 0.963 2.453 -1.493  C24 1.503, Cl26 1.793, H29 1.090, H30 1.087
26 Cl 0.966 1.038 -2.594  C25 1.793
27 H 2.149 1.491 0.026  C24 1.088
28 H 1.372 3.007 0.518  C24 1.098
29 H 1.745 3.121 -1.854  C25 1.090
30 H 0.005 2.955 -1.600  C25 1.087
31 Cl -3.064 -5.692 3.969  C32 1.778
32 C -2.050 -7.021 3.361  Cl31 1.778, C33 1.506, H35 1.086, H36 1.089
33 C -0.630 -6.582 3.122  C32 1.506, Cl34 1.782, H37 1.089, H38 1.087
34 Cl -0.516 -5.451 1.750  C33 1.782
35 H -2.506 -7.402 2.452  C32 1.086
36 H -2.073 -7.808 4.113  C32 1.089
37 H -0.013 -7.445 2.876  C33 1.089
38 H -0.207 -6.097 3.997  C33 1.087
39 Cl 4.759 2.589 -1.825  C40 1.781
40 C 4.559 2.845 -3.576  Cl39 1.781, C41 1.504, H43 1.088, H44 1.088
41 C 5.009 4.216 -4.000  C40 1.504, Cl42 1.784, H45 1.088, H46 1.087
42 Cl 3.930 5.494 -3.377  C41 1.784
43 H 3.514 2.671 -3.823  C40 1.088
44 H 5.160 2.088 -4.077  C40 1.088
45 H 4.994 4.287 -5.086  C41 1.088
46 H 6.017 4.428 -3.654  C41 1.087
47 Cl -5.536 -8.696 4.057  C48 1.782
48 C -6.591 -8.509 2.632  Cl47 1.782, C49 1.505, H51 1.087, H52 1.089
49 C -5.801 -8.365 1.359  C48 1.505, Cl50 1.782, H53 1.089, H54 1.087
50 Cl -4.919 -6.818 1.289  C49 1.782
51 H -7.234 -7.649 2.800  C48 1.087
52 H -7.213 -9.401 2.579  C48 1.089
53 H -6.473 -8.387 0.503  C49 1.089
54 H -5.078 -9.170 1.248  C49 1.087
55 Cl 10.998 2.525 -2.368  C56 1.782
56 C 9.579 2.277 -1.319  Cl55 1.782, C57 1.506, H59 1.087, H60 1.088
57 C 8.675 1.188 -1.833  C56 1.506, Cl58 1.781, H61 1.089, H62 1.086
58 Cl 7.854 1.653 -3.344  C57 1.781
59 H 9.051 3.224 -1.238  C56 1.087
60 H 9.954 2.006 -0.334  C56 1.088
61 H 7.896 0.982 -1.101  C57 1.089
62 H 9.224 0.269 -2.020  C57 1.086
63 Cl 2.851 4.465 1.129  C64 1.789
64 C 2.064 5.429 2.413  Cl63 1.789, C65 1.507, H67 1.087, H68 1.084
65 C 3.041 5.817 3.492  C64 1.507, Cl66 1.782, H69 1.086, H70 1.087
66 Cl 3.579 4.410 4.446  C65 1.782
67 H 1.235 4.850 2.810  C64 1.087
68 H 1.661 6.317 1.937  C64 1.084
69 H 2.570 6.506 4.186  C65 1.086
70 H 3.922 6.298 3.075  C65 1.087
71 Cl 0.250 7.760 3.737  C72 1.785
72 C -1.244 8.134 2.837  Cl71 1.785, C73 1.506, H75 1.087, H76 1.088
73 C -2.222 6.990 2.867  C72 1.506, Cl74 1.783, H77 1.088, H78 1.087
74 Cl -1.643 5.588 1.930  C73 1.783
75 H -0.966 8.393 1.818  C72 1.087
76 H -1.686 9.011 3.306  C72 1.088
77 H -3.165 7.303 2.422  C73 1.088
78 H -2.415 6.658 3.884  C73 1.087

The charge is 0. The SMILES is NCCCOC(=O)OP(=O)(O)O.ClCCCl.ClCCCl.ClCCCl.ClCCCl.ClCCCl.ClCCCl.ClCCCl. The energy comes out at -7999.03314 hartree.